[1]
ORCA calculation (wB97M-V/def2-TZVPD) on C5H20AgClN8O5 as an isolated structure.

```
40
Properties=species:S:1:pos:R:3:forces:R:3
Ag -5.045484 -0.472807 -2.155187 -0.058 0.231 0.148
Cl -1.081965 0.206080 -0.729609 -0.102 -0.024 -0.031
O -0.756213 1.177247 -8.963969 -0.957 0.742 -0.675
O -0.768253 -3.500683 5.561331 0.728 -0.102 -0.313
O 6.160882 -2.905231 -0.892286 0.465 0.265 -0.857
O 2.219273 2.540431 3.371571 -0.082 0.346 0.268
O -6.437232 2.806787 0.534495 1.240 0.812 0.307
N 0.615939 -0.434526 -8.221439 1.438 -3.137 -2.881
N -1.979977 -2.409350 4.145631 -4.628 3.850 -2.916
N 6.381953 -3.856728 1.086307 2.816 -2.673 3.964
N -7.070701 4.784825 1.243039 -4.261 4.161 1.103
N 4.498047 -2.995940 0.527288 -5.633 0.967 2.239
N -0.175787 0.859166 -6.770221 -1.296 2.148 2.292
N -0.403863 -3.685756 3.360782 1.886 -1.277 -3.665
N -4.986129 4.379224 1.399810 3.115 0.749 0.874
C 5.712586 -3.220870 0.198968 1.993 1.306 -5.024
C -1.024439 -3.193258 4.390610 2.769 -3.043 6.512
C -0.180000 0.610478 -8.080680 0.654 -0.224 0.931
C 3.562990 2.578484 2.895872 -0.389 -0.608 -0.802
C -6.154175 3.929345 1.037077 -0.637 -5.573 -2.355
H 3.874380 -2.365672 0.043654 0.502 -0.300 -0.031
H 0.378383 -4.320821 3.430788 -0.377 0.246 0.257
H 3.815561 3.524283 2.416526 -0.120 0.254 0.363
H -5.080796 5.184418 2.002132 1.200 -0.269 -0.011
H 7.234335 -4.343886 0.849163 -0.143 0.462 0.121
H -0.673270 1.684269 -6.467218 0.337 -0.274 0.422
H -0.692928 -3.366527 2.447197 0.537 -0.327 0.057
H -6.808176 5.677688 1.635429 -0.594 -0.050 -0.187
H 0.486375 -0.890201 -9.113447 0.659 -0.196 0.153
H -8.054870 4.621170 1.085753 0.435 -0.244 -0.066
H 1.739484 1.890485 2.852958 0.074 0.106 0.145
H 4.276397 2.330183 3.681681 -0.108 0.076 0.001
H 6.107326 -3.740802 2.051310 0.450 -0.434 -0.134
H -2.262836 -2.556860 3.187343 -1.134 0.970 0.307
H 0.294570 0.207294 -6.158724 -0.451 0.718 0.110
H 3.608110 1.843076 2.092608 0.630 -0.177 0.023
H -4.145446 3.820320 1.368309 -0.376 0.230 0.182
H 1.260743 -0.818847 -7.545695 -0.358 0.221 -0.343
H -2.611025 -2.079373 4.861876 0.227 -0.337 -0.229
H 4.166232 -3.497113 1.338965 -0.450 0.412 -0.257
```
Forces are in eV/Å.

**HOMO level (spin up / spin down)**: -10.992 / -10.992 eV
**⟨S²⟩**: 0.75
**Energy relative to the best compared isomer or geometry (same formula, charge and spin)**: 181.1 kcal/mol
**LUMO energy (spin up / spin down)**: -0.2722 / -0.2893 Eh
**2S+1**: 2
**Net charge**: +1



[2]
ORCA calculation (wB97M-V/def2-TZVPD) on C5H20Ca3O17S3 as an isolated structure.

```
48
Properties=species:S:1:pos:R:3:forces:R:3
Ca 1.666059 1.167159 -3.649960 1.697 -0.203 0.972
Ca 2.497927 -2.337429 0.243954 0.168 -0.419 -0.231
Ca 2.574174 1.750502 0.097840 1.814 -0.048 -1.381
S 0.272608 0.193952 -0.534192 -2.810 4.726 -4.556
S 3.544928 3.096616 -2.497979 4.455 1.562 2.257
S 3.863103 -0.944565 -2.330995 4.679 0.861 -2.828
O 0.148779 -3.106587 -0.310132 1.621 0.349 0.898
O 1.479370 -0.356119 -0.110803 4.997 -4.706 1.465
O 3.538332 -2.224565 -1.699003 -0.391 -1.856 1.187
O 2.262320 2.725587 -1.899010 -4.989 0.002 0.220
O 2.225407 1.334138 2.460246 -0.374 0.151 0.127
O 3.762674 2.200875 -3.576311 -0.595 -2.941 -3.985
O -0.870627 -0.608547 -0.201556 -1.226 -0.957 -0.314
O 2.886223 -0.656531 -3.345250 -3.563 -0.821 -4.090
O -3.245190 -1.718828 -0.785935 0.938 -1.502 0.072
O 0.336127 0.584239 -1.990732 -1.001 -1.792 1.216
O 3.706931 0.170815 -1.495395 -1.467 3.740 6.430
O -2.152517 3.202092 -0.132220 -0.066 1.932 -0.643
O 5.215644 -0.810999 -2.849040 -0.128 -2.135 -0.268
O 4.450336 2.727228 -1.390028 0.504 1.048 1.105
O 3.672092 4.438788 -2.983688 -0.702 1.255 0.471
O -1.275524 -1.750947 2.093407 0.467 -2.080 -0.380
O 0.303126 1.446518 0.167205 -1.720 3.233 2.017
C -4.123066 -0.705190 -0.963051 -2.503 0.826 -0.905
C -0.925028 -4.001699 -0.175501 -0.779 -0.294 -1.338
C 1.227331 1.086266 3.486304 0.262 -0.055 -0.188
C -3.179568 2.265379 0.032525 2.009 -1.010 0.867
C -1.808423 -0.983120 3.102487 -0.107 0.706 -0.432
H 0.870109 0.057730 3.435312 0.331 -0.128 0.093
H -1.768169 -3.715993 0.453465 0.645 0.244 0.787
H 3.027218 1.021197 2.885405 0.415 -0.157 -0.233
H -1.393334 -3.972855 -1.159347 -0.128 -0.894 -0.241
H 0.336332 1.703856 3.373149 0.441 0.370 -0.216
H -1.217245 -1.262486 1.269024 -0.020 0.318 0.070
H -4.380015 -0.175155 -0.045911 0.123 0.282 0.026
H -0.173564 -2.202470 -0.326513 -0.611 0.273 -0.118
H -4.115194 2.589381 -0.423248 0.222 -0.071 0.119
H -3.202229 2.068181 1.104297 -1.171 -0.010 0.322
H -3.957834 -0.028457 -1.801400 1.056 0.554 0.192
H -5.058749 -1.100851 -1.358073 -0.363 -0.651 0.479
H 1.775254 1.303141 4.403279 -0.723 -0.145 0.381
H -2.891149 -0.899909 3.008224 -0.293 0.009 0.240
H -2.758906 1.334920 -0.348764 -0.834 -0.209 -0.554
H -2.402960 -1.356120 -0.501843 0.154 0.126 -0.178
H -1.546091 -1.454358 4.049703 0.028 0.409 0.138
H -0.495016 -4.972367 0.071461 -0.362 0.046 -0.008
H -1.324539 2.876219 0.228142 0.087 -0.461 -0.128
H -1.377466 0.001370 2.920454 -0.190 0.521 1.065
```
Forces are in eV/Å.

**HOMO level (spin up / spin down)**: -2.027 / -5.538 eV
**⟨S²⟩**: 0.75
**LUMO energy (spin up / spin down)**: 0.0553 / 0.0550 Eh
**2S+1**: 2
**Net charge**: -1



[3]
ORCA calculation (wB97M-V/def2-TZVPD) on C5H20F15NaO25S5 as an isolated structure.

```
71
Properties=species:S:1:pos:R:3:forces:R:3
S 0.613711 3.090554 4.091798 2.491 -0.742 0.221
S 5.936799 0.238387 -1.079718 1.114 -1.214 0.406
S 0.285775 -0.923284 -0.212283 0.426 -0.940 -0.073
S -3.694018 -0.116306 -3.497950 1.528 -0.409 1.246
S 3.473279 -4.852851 3.547409 1.146 0.459 0.072
Na -0.337435 0.844503 -3.361109 -0.013 -0.295 0.714
F 4.034831 -0.702053 -2.796966 0.097 0.047 -0.279
F 2.581472 -5.152882 0.968301 0.589 -0.268 -0.601
F -1.332059 1.524314 3.158009 0.246 -0.860 0.928
F -1.583722 2.179217 5.237788 -0.919 0.035 -0.119
F 3.651746 -3.265722 1.406347 -0.153 -0.429 -0.566
F -3.853575 1.176303 -5.781932 -0.142 0.194 -0.463
F 3.340509 0.638292 -1.269432 -0.410 0.254 -0.250
F 1.613199 -3.628872 2.097779 0.441 0.173 -0.181
F -1.878927 -0.530049 1.383033 0.244 -0.272 -0.090
F 4.396941 1.426039 -3.010805 -0.160 -0.056 0.030
F -1.928921 3.532959 3.460545 1.851 1.029 4.642
F -5.772169 0.815904 -4.868068 -0.334 -0.542 -0.622
F -4.635833 -0.832374 -5.865580 -0.790 0.089 -0.322
F -1.435232 1.148409 0.137998 0.154 0.254 -0.220
F -2.321242 -0.629545 -0.732355 0.271 0.129 0.190
O 3.943511 -3.641842 4.240363 -0.694 -1.195 -0.731
O 0.124784 -2.359817 -0.044813 -0.184 0.970 0.094
O -3.798868 1.073732 -2.683504 -1.192 0.401 -0.165
O 3.690333 0.021725 1.842432 0.012 0.619 -0.502
O -2.884136 2.937455 1.714145 -1.903 -0.573 -2.674
O -4.689066 -0.064868 2.676320 -0.119 -0.105 0.229
O 6.097125 -1.202640 -0.999666 -0.615 0.379 0.024
O -2.387099 4.037917 -1.142999 -0.206 0.048 -0.194
O -4.284128 -1.332033 -2.979290 -0.372 0.637 -0.746
O 1.166016 -0.297005 0.761567 -1.195 -0.204 -0.901
O 0.048580 2.649569 -1.708751 -0.635 -0.179 -1.403
O -2.296719 -0.251677 -3.898751 -0.085 -0.397 -1.018
O 5.677208 0.916303 0.183065 -0.187 0.136 -1.022
O 1.559477 2.363357 0.267680 0.196 -0.194 0.386
O 0.985231 -4.190190 -2.228697 0.080 -0.057 -0.152
O 1.283396 1.881407 4.543230 -1.009 0.671 -0.109
O 2.361884 -5.540453 4.203094 0.229 0.281 -0.540
O -1.184796 -4.413145 0.945086 0.043 -0.303 -0.143
O 0.986607 3.473930 2.726102 -1.284 0.140 0.818
O -5.107106 1.536857 -0.117202 0.108 0.254 -0.041
O 4.562824 -5.747063 3.121781 -0.588 0.261 0.138
O 1.069496 -1.212763 -4.329563 0.006 0.419 -0.086
O 7.010516 0.837192 -1.852194 -0.288 0.741 -0.594
O 0.654194 4.188361 5.052712 -0.858 -0.229 -0.494
O 0.517645 -0.633321 -1.627202 -0.278 0.897 0.474
C -1.431749 -0.176172 0.159153 0.265 -0.904 -0.105
C -1.179376 2.525846 4.035940 2.138 1.171 -1.242
C 4.332575 0.414987 -2.117861 0.954 -0.039 1.099
C -4.578186 0.266967 -5.117934 1.490 0.248 1.869
C 2.824115 -4.194917 1.852133 -0.810 0.341 2.732
H -0.500592 -3.813590 0.577421 -0.539 -0.330 0.500
H -4.464373 1.332843 -0.813778 -0.226 -0.105 -0.247
H 2.806169 -0.039653 1.445112 0.655 -0.152 0.386
H -3.908221 -0.297900 2.159493 -0.051 0.095 -0.077
H 4.227657 0.548062 1.205841 -0.373 -0.657 0.609
H 0.175960 -4.048401 -2.727015 -0.053 0.119 0.082
H -2.548988 4.892784 -0.736718 0.098 -0.077 0.175
H -3.108056 3.357657 2.548809 -0.483 -0.414 -1.146
H -2.076716 2.438034 1.902304 -0.683 0.254 -0.673
H -4.346921 0.453607 3.409316 0.148 -0.001 -0.057
H -2.856584 3.408375 -0.578920 0.032 0.023 0.151
H -4.594058 2.029426 0.534125 0.116 -0.139 0.253
H 1.364949 -1.380711 -3.419035 -0.155 -0.079 0.060
H 0.883087 -3.627146 -1.446271 -0.024 0.003 0.012
H 1.625491 1.393720 0.428824 -0.025 0.841 0.362
H 0.637577 2.423954 -0.953501 0.406 0.229 0.361
H 1.278258 2.806736 1.100576 0.339 -0.645 -0.263
H -1.978299 -3.874276 0.972778 0.062 0.149 -0.049
H 1.865162 -0.937934 -4.794864 0.119 -0.106 0.111
H -0.710921 3.085771 -1.303681 -0.057 0.116 -0.215
```
Forces are in eV/Å.

**HOMO level**: 0.104 eV
**Energy relative to the best compared isomer or geometry (same formula, charge and spin)**: 0.0 kcal/mol
**LUMO energy**: 0.2069 Eh
**Net charge**: -4



[4]
ORCA calculation (wB97M-V/def2-TZVPD) on a 5-piece molecular cluster, C5H20N10O5 overall.

```
40
Properties=species:S:1:pos:R:3:forces:R:3
O -0.953945 -0.516201 1.563206 -0.566 -0.167 0.135
O 3.769235 3.342309 0.964306 -0.194 1.739 -0.625
O -3.300995 3.347219 -2.392624 -0.042 -0.774 -0.336
O -1.542835 -3.410041 -4.653324 -0.291 1.217 -3.072
O 2.526235 -1.259281 8.267446 -0.392 2.511 0.070
N -2.453075 -3.676341 -6.716404 -0.794 -1.205 -0.544
N 3.330385 0.899089 8.202276 2.158 1.775 2.178
N -1.270345 -1.848881 -6.328144 1.740 1.461 0.502
N -5.011305 2.018799 -2.180294 -5.409 -2.705 5.213
N 1.893445 0.276479 6.702136 -0.986 0.467 -0.555
N -4.030135 2.090399 -4.111334 -0.063 -1.300 -2.351
N -1.817465 -1.305701 -0.341844 -4.795 1.248 -2.346
N 0.122225 -1.916191 0.228636 3.822 -2.433 -0.117
N 5.413365 1.977769 1.793406 2.523 2.051 -0.147
N 3.443595 1.241549 1.698606 -3.614 -1.697 0.099
C -0.918565 -1.227401 0.556946 1.729 1.846 3.326
C 2.522655 -0.084811 7.823216 0.531 -4.114 0.102
C -4.058345 2.475069 -2.857674 4.716 4.841 -0.934
C -1.715765 -3.016521 -5.859594 0.022 -1.266 4.391
C 4.166645 2.325619 1.442686 0.405 -2.110 0.639
H -2.418855 -3.355251 -7.673394 -0.788 -0.895 0.143
H 1.200395 -0.359911 6.334996 0.490 0.382 -0.538
H -0.502295 -1.624831 -5.711704 0.259 0.862 -0.379
H 0.136715 -2.296981 -0.706724 0.763 -0.435 0.651
H -5.058305 2.335409 -1.222354 0.079 0.004 -0.188
H -1.082835 -1.773551 -7.317724 0.095 0.118 0.159
H -4.658325 1.316209 -4.272894 0.603 0.148 -1.118
H 0.733785 -2.139861 1.000696 0.365 -0.227 -0.742
H 3.281685 1.848779 7.861936 -0.416 -0.352 0.011
H 2.462765 0.976509 6.248346 -1.193 -0.276 -1.086
H -2.894155 -4.463171 -6.262044 -0.239 -0.244 -1.125
H -1.727165 -1.851081 -1.187134 -0.372 0.510 0.163
H -3.319595 2.438909 -4.738844 -0.310 -0.406 0.156
H 3.810985 0.448089 2.204126 -0.419 0.350 -0.204
H -2.389165 -0.485721 -0.197244 -0.901 -0.357 -1.129
H -5.733235 1.352509 -2.414734 0.426 0.167 -0.440
H 6.056945 2.709479 1.527856 0.747 -0.725 0.422
H 5.634175 1.051309 2.129586 0.430 0.707 -0.322
H 3.905615 0.812139 9.027896 -0.204 -0.378 -0.209
H 2.445855 1.328099 1.567736 0.084 -0.336 0.149
```
Forces are in eV/Å.

**HOMO level**: -9.510 eV
**Energy relative to the best compared isomer or geometry (same formula, charge and spin)**: 93.1 kcal/mol
**LUMO energy**: 0.0058 Eh
**Net charge**: 0
**SMILES**: NC(N)=O.NC(N)=O.NC(N)=O.NC(N)=O.NC(N)=O



[5]
ORCA calculation (wB97M-V/def2-TZVPD) on C5H20NaO5 as an isolated structure.

```
31
Properties=species:S:1:pos:R:3:forces:R:3
Na 0.184849 0.225190 0.350168 -0.095 0.023 0.139
O -1.933924 -0.380269 1.697184 -0.063 -0.188 0.089
O 0.305801 -2.158182 -0.071465 -0.319 0.284 -0.244
O 1.910081 1.401827 -1.152933 0.149 -0.489 0.253
O 1.653317 0.135439 2.313765 -0.060 -0.159 -0.362
O -1.241253 1.051115 -1.463679 -0.375 -0.303 -0.272
C 2.982675 0.480160 -1.344559 0.535 -0.452 -0.312
C -2.412414 1.861331 -1.606450 -0.531 0.734 -0.222
C -3.256578 -0.568394 1.182418 -0.184 -0.339 -0.097
C -0.337936 -2.504937 -1.321187 0.674 -0.508 0.610
C 2.692726 1.053238 2.655514 0.329 0.149 0.321
H -0.449152 -3.588219 -1.397318 0.024 0.037 -0.048
H 2.309464 1.819813 3.328781 0.039 0.128 -0.107
H 1.519996 -0.465539 3.051797 -0.029 0.022 -0.007
H 3.084408 1.501732 1.746138 -0.257 0.085 -0.089
H -1.302490 0.425139 -2.193630 0.313 -0.088 0.182
H -3.218905 1.597703 -0.922024 0.256 -0.161 0.202
H -1.906740 -0.806333 2.558818 0.207 0.049 -0.059
H -1.339376 -2.087105 -1.303628 0.081 0.296 -0.120
H 3.309359 0.002548 -0.419646 -0.407 0.353 0.285
H -2.846348 1.801141 -2.607704 0.262 -0.161 -0.033
H -3.966932 -0.927072 1.930291 0.162 0.366 0.247
H -3.290635 -1.352560 0.418343 0.287 0.274 -0.197
H 3.540300 0.567262 3.143646 -0.144 -0.184 0.004
H 2.692488 -0.340174 -2.010998 -0.002 0.146 -0.092
H -2.155821 2.909488 -1.457670 0.136 -0.084 0.172
H 3.867788 0.972945 -1.751751 -0.089 0.034 -0.081
H 1.115825 -2.669492 0.012347 -0.020 -0.050 -0.023
H -3.583044 0.388335 0.788041 -0.207 -0.095 -0.081
H 0.296112 -2.155992 -2.137924 -0.404 0.105 -0.237
H 1.776358 1.809861 -2.014684 -0.267 0.179 0.179
```
Forces are in eV/Å.

**HOMO level**: -13.917 eV
**Energy relative to the best compared isomer or geometry (same formula, charge and spin)**: 3.1 kcal/mol
**LUMO energy**: -0.0948 Eh
**Net charge**: +1



[6]
ORCA calculation (wB97M-V/def2-TZVPD) on a 5-piece molecular cluster, C5H20O5 overall.

```
30
Properties=species:S:1:pos:R:3:forces:R:3
O -36.525504 -15.329993 30.814600 -0.246 -0.540 0.708
O -35.539964 -19.484014 34.271303 -0.505 0.858 -1.271
O -36.094066 -20.819182 25.480633 0.552 -0.516 1.068
O -35.232657 -19.388438 28.451719 0.610 -0.258 0.499
O -31.480689 -14.297218 30.177960 -0.890 -1.279 -0.521
C -36.897589 -20.529747 24.388971 0.044 0.958 -1.235
C -35.629133 -18.549536 33.143086 0.140 -0.176 0.532
C -34.149787 -19.625052 29.351644 -0.101 0.379 0.780
C -35.623981 -15.894560 29.844254 -0.965 1.456 0.421
C -31.824239 -15.698974 30.477868 0.756 1.295 0.848
H -32.455268 -16.147980 29.710871 0.405 0.444 -0.317
H -37.666570 -21.282340 24.214740 -0.257 0.234 0.062
H -31.077045 -13.853354 30.927394 -0.064 -0.416 0.235
H -37.009443 -14.620868 30.384986 0.043 -0.027 0.023
H -36.160057 -19.143313 34.920158 0.040 -0.158 0.142
H -30.892791 -16.241295 30.640303 -0.073 -0.312 -0.365
H -36.504723 -17.900419 33.152403 -0.064 0.033 0.547
H -33.608597 -20.558973 29.199973 0.041 0.116 -0.403
H -36.289958 -20.416715 23.491134 0.118 -0.421 -0.370
H -35.227554 -20.098640 27.805826 -0.196 0.101 -0.234
H -34.856060 -15.123965 29.776677 0.604 -0.560 -0.639
H -32.384251 -15.789953 31.408573 -0.149 0.250 0.116
H -36.224264 -15.965402 28.937197 0.694 -0.521 -0.383
H -35.821431 -21.734500 25.383405 0.167 -0.030 0.164
H -34.464624 -19.654798 30.394754 -0.704 -0.310 0.031
H -35.727329 -19.039590 32.174416 0.365 -0.541 0.245
H -34.737280 -17.923312 33.165936 -0.002 0.027 -0.209
H -33.469960 -18.774872 29.407681 0.318 0.027 -0.767
H -37.274151 -19.512676 24.497871 -0.558 -0.261 0.404
H -35.249327 -16.854001 30.200923 -0.123 0.149 -0.111
```
Forces are in eV/Å.

**HOMO level**: -10.114 eV
**Energy relative to the best compared isomer or geometry (same formula, charge and spin)**: 61.3 kcal/mol
**LUMO energy**: 0.0240 Eh
**Net charge**: 0
**SMILES**: CO.CO.CO.CO.CO



E_tot / eV: -44179.23360 -128147.17943 -156054.95397 -30649.62252 -20157.81827 -15743.66435